(1)
The following is a quantum chemistry calculation of 2 unconnected molecules or ions with the total composition H4O2, from OMol25.

Results
SMILES string: O.O
Spin multiplicity: 1
Relative energy (zero: lowest compared OMol25 entry of this formula, charge and spin) (kcal/mol): 4.87

Last column: Löwdin charge in e.
Cartesian coordinates (Å):
O1 6.017 7.865 -4.079  -0.0623
O2 -6.026 -7.882 4.014  -0.0643
H1 5.816 6.930 -4.202  0.0325
H2 6.516 7.911 -3.258  0.0298
H3 -5.946 -7.185 3.350  0.0334
H4 -6.285 -7.408 4.812  0.0310

=====

(2)
The following is a quantum chemistry calculation of a molecular structure, C32H64CdO18S10Tl, from OMol25.

Results
Spin multiplicity: 1
Net charge: +1

Last column: Löwdin charge in e.
Cartesian coordinates (Å):
Tl1 -3.848 -0.769 4.247  1.0607
Cd1 2.911 -2.730 -0.886  1.4072
S1 1.345 5.077 2.568  0.8526
S2 -0.341 -2.251 5.416  0.8551
S3 4.809 -0.733 -3.017  0.9351
S4 -3.445 5.507 0.109  0.8593
S5 3.749 -0.220 1.527  0.9516
S6 -4.102 2.015 -3.068  0.8965
S7 -2.710 -5.703 -0.702  0.8804
S8 -2.449 -1.734 -4.880  0.8243
S9 -2.070 2.968 5.827  0.8945
S10 0.689 2.177 -6.665  0.8485
O1 -0.196 5.257 2.622  -0.6019
O2 0.548 1.416 -1.340  -0.0029
O3 -4.106 0.800 -4.015  -0.6042
O4 3.407 -1.187 0.400  -0.6819
O5 4.007 -1.752 -2.293  -0.6761
O6 -1.736 -2.797 -5.681  -0.5704
O7 -2.400 0.918 2.252  -0.0423
O8 -4.221 -5.855 -0.846  -0.5746
O9 -1.012 -0.957 5.038  -0.6473
O10 2.173 -3.822 0.661  -0.0886
O11 -2.965 1.806 5.368  -0.7156
O12 -4.427 5.280 -1.055  -0.5649
O13 5.698 -7.599 2.303  0.1059
O14 3.024 -7.347 3.416  0.1126
O15 1.031 -1.520 -1.215  -0.1221
O16 4.689 -3.787 -0.340  -0.0780
O17 0.865 3.672 -6.442  -0.5650
O18 -1.804 -1.691 2.388  -0.1128
C1 4.884 -6.673 1.965  -0.3018
C2 -1.640 0.434 1.401  -0.2573
C3 4.201 -0.795 -4.759  -0.2100
C4 -3.970 -2.586 -4.267  -0.2274
C5 4.139 0.891 -2.612  -0.2417
C6 -1.107 1.947 -6.605  -0.2604
C7 -0.651 2.706 4.761  -0.2697
C8 -1.736 5.280 -0.523  -0.2465
C9 3.402 -6.609 2.452  -0.3111
C10 -2.664 -3.931 -0.261  -0.2775
C11 3.804 -1.315 3.022  -0.2200
C12 2.076 6.802 2.647  -0.2168
C13 -1.208 -1.089 1.473  -0.2792
C14 -0.152 0.591 -0.652  -0.3797
C15 -4.540 1.320 -1.440  -0.2371
C16 4.515 -4.637 0.565  -0.2514
C17 1.643 4.636 0.796  -0.2378
C18 -0.948 1.195 0.284  0.0662
C19 2.937 -4.711 1.001  -0.2757
C20 -1.982 -5.503 -2.433  -0.2283
C21 -1.566 -1.496 -3.291  -0.2534
C22 0.194 -0.871 -0.478  -0.3231
C23 0.198 -3.148 3.922  -0.2532
C24 5.354 -5.724 1.087  0.1154
C25 -2.312 2.296 -2.873  -0.2460
C26 0.965 1.198 -5.123  -0.2475
C27 -2.976 4.405 5.028  -0.1950
C28 2.475 -5.760 1.951  0.1276
C29 2.285 0.869 2.027  -0.1896
C30 -3.439 4.134 1.301  -0.2619
C31 -0.291 -1.686 0.507  0.0472
C32 1.357 -2.020 6.189  -0.2188
H1 -5.609 1.331 -1.228  0.0579
H2 -3.313 -3.164 -0.685  0.0689
H3 6.409 -5.698 0.856  0.1382
H4 0.692 1.855 -4.298  0.0480
H5 0.648 -2.362 3.316  0.0284
H6 -3.794 -3.164 -3.360  0.0212
H7 -1.052 2.444 3.782  0.0346
H8 1.850 5.471 0.126  0.0607
H9 -4.362 4.205 1.878  0.0565
H10 -1.026 -4.982 -2.365  0.0363
H11 1.452 -5.725 2.295  0.1332
H12 -4.896 -2.034 -4.110  0.0501
H13 -1.557 4.213 -0.658  0.0090
H14 -0.965 2.275 0.287  0.0950
H15 -3.971 1.750 -0.616  0.0140
H16 -2.778 -3.858 0.821  0.0373
H17 -0.169 3.671 4.601  0.0139
H18 2.301 7.205 3.635  0.0524
H19 3.245 -1.316 -4.810  0.0641
H20 -2.997 4.191 3.959  0.0107
H21 2.890 -1.861 3.257  0.0283
H22 2.133 -1.806 5.455  0.0190
H23 1.394 -1.294 7.001  0.0544
H24 -4.322 0.253 -1.477  0.0432
H25 -1.503 0.964 -6.858  0.0554
H26 -0.129 -2.745 0.646  0.1021
H27 1.766 1.240 1.143  0.0363
H28 -1.746 -6.526 -2.728  0.0375
H29 4.600 1.634 -3.264  0.0641
H30 2.477 1.525 2.877  0.0623
H31 -1.669 5.752 -1.503  0.0603
H32 0.915 -3.929 4.177  0.0582
H33 -2.089 2.656 -1.869  0.0086
H34 -2.657 -5.137 -3.207  0.0473
H35 4.184 0.250 -5.069  0.0427
H36 4.307 -0.701 3.769  0.0600
H37 2.887 6.970 1.938  0.0507
H38 4.437 1.301 -1.648  0.0532
H39 -2.574 4.261 1.951  0.0237
H40 -2.419 5.335 5.142  0.0556
H41 -1.540 2.700 -7.263  0.0572
H42 -1.975 -0.670 -2.709  0.0282
H43 0.830 4.003 0.442  0.0305
H44 -4.013 4.437 5.360  0.0603
H45 3.054 0.958 -2.703  0.0524
H46 1.988 0.826 -5.074  0.0018
H47 -1.536 2.136 -5.621  0.0261
H48 -0.970 5.793 0.059  0.0319
H49 -3.468 3.170 0.794  0.0212
H50 -0.510 -1.267 -3.435  0.0339
H51 1.199 7.332 2.274  0.0449
H52 1.516 0.221 2.448  0.0348
H53 -1.557 -2.481 -2.824  0.0266
H54 -1.988 3.078 -3.560  0.0562
H55 2.596 4.123 0.929  0.0312
H56 -1.620 -3.700 -0.476  0.0031
H57 1.728 -2.886 6.739  0.0559
H58 4.446 -2.177 2.840  0.0526
H59 0.354 0.295 -5.109  0.0402
H60 -4.293 -3.247 -5.072  0.0540
H61 -0.717 -3.567 3.503  0.0497
H62 4.829 -1.383 -5.429  0.0582
H63 -1.727 1.387 -3.017  0.0280
H64 0.023 1.880 4.987  0.0531

=====

(3)
The following is a quantum chemistry calculation of 13 unconnected molecules or ions with the total composition H26O13, from OMol25.

Results
Spin multiplicity: 1
Relative energy (zero: lowest compared OMol25 entry of this formula, charge and spin) (kcal/mol): 65.55

Last column: Löwdin charge in e.
Cartesian coordinates (Å):
O1 8.620 -15.136 5.671  -0.0446
O2 4.567 -14.986 2.481  -0.0301
O3 6.808 -15.008 7.829  -0.0702
O4 2.975 -15.031 5.048  -0.0462
O5 6.088 -13.911 4.745  -0.0857
O6 7.411 -17.888 7.491  -0.0048
O7 5.247 -16.598 5.273  -0.0441
O8 2.674 -12.970 3.397  -0.0609
O9 4.587 -12.554 6.458  -0.0504
O10 3.255 -17.474 6.969  -0.0380
O11 7.789 -15.093 2.931  -0.0690
O12 2.672 -17.039 3.578  -0.0143
O13 4.450 -19.165 4.749  -0.0144
H1 2.507 -15.205 5.851  0.0723
H2 8.189 -15.099 3.809  -0.0162
H3 7.169 -14.577 8.666  0.0973
H4 4.150 -14.332 1.880  0.0894
H5 4.559 -16.031 4.953  -0.0224
H6 7.958 -14.825 6.287  -0.0110
H7 2.632 -15.755 4.539  -0.0256
H8 7.107 -18.281 6.707  0.0122
H9 4.836 -18.394 4.409  -0.0353
H10 5.895 -15.875 5.335  0.0446
H11 3.051 -13.779 3.733  -0.0487
H12 2.042 -16.702 2.970  0.0616
H13 3.492 -17.318 3.103  0.0791
H14 2.012 -13.269 2.753  0.0412
H15 3.747 -19.423 4.170  0.0260
H16 6.246 -12.981 4.488  0.1052
H17 8.321 -17.705 7.400  0.0134
H18 5.331 -14.203 4.148  0.0518
H19 6.338 -15.752 8.212  0.0390
H20 4.610 -15.875 2.175  0.0406
H21 6.981 -14.600 3.006  -0.0333
H22 9.393 -15.226 6.217  0.0450
H23 5.082 -13.201 5.927  -0.0278
H24 3.893 -17.163 6.345  -0.0456
H25 2.697 -18.108 6.546  0.0189
H26 4.834 -11.697 6.193  0.0012

=====

Ordered E_tot results: -152.8672 -6933.2344 -993.6688; unit a.u..
Ordered HOMO level results: -11.634 -10.036 -10.449; unit eV.